A 2-piece molecular cluster, C3H3N2 overall. Source: the Open Molecules 2025 dataset; level of theory: wB97M-V/def2-TZVPD.

The geometry in ORCA input format:
```
! RIJCOSX wB97M-V def2-TZVPD def2/J DEFGRID3
* xyz 1 1
N 0.01 0.00 0.35
N -1.00 0.89 -2.57
C -1.21 1.06 -3.69
C 0.61 -0.63 1.38
C -0.40 0.72 -0.45
H 0.18 0.02 2.16
H 0.08 -1.56 1.36
H 1.73 -0.50 1.46
*
```

Values from the calculation:
LUMO (alpha / beta) = -8.96 / -9.33 eV
Total energy = -225.0395 a.u.
ΔE to the lowest compared entry with this formula, charge and spin = 137.00 kcal/mol
Maximum force = 0.11151 hartree/bohr
HOMO (alpha / beta) = -17.586 / -17.595 eV

***

C18H29F4N7O2STl as an isolated structure. Source: the Open Molecules 2025 dataset; level of theory: wB97M-V/def2-TZVPD.

The geometry in ORCA input format:
```
! RIJCOSX wB97M-V def2-TZVPD def2/J DEFGRID3
* xyz 1 1
Tl 0.22 1.19 -2.00
S 2.13 -1.74 -2.40
F -3.32 1.87 -0.67
F -1.30 6.79 -1.67
F -4.64 3.54 -2.29
F 0.06 5.14 -0.08
O -1.65 -0.52 -2.45
O -1.85 1.54 -3.23
N 2.74 -3.04 0.90
N 2.27 -0.67 0.57
N -0.37 -2.37 -0.77
N -1.00 2.49 0.47
N 0.59 -2.92 -4.15
N -0.27 -2.94 -2.05
N 0.59 0.42 1.87
C 0.11 2.80 1.34
C -1.58 3.43 -0.28
C 2.78 -3.27 2.35
C -3.69 0.07 -3.57
C -0.25 -0.70 2.27
C -0.44 -0.95 3.77
C -3.00 5.20 -1.99
C -1.80 5.58 -1.41
C -2.31 0.38 -3.06
C 2.50 -1.92 0.29
C 0.21 1.72 2.41
C 0.73 -2.57 -2.87
C 2.80 -0.16 2.99
C -3.49 3.93 -1.73
C -2.82 3.07 -0.90
C 2.01 0.21 1.75
C -1.11 4.74 -0.58
C 3.03 -4.22 0.08
H 0.15 -1.59 1.78
H -3.83 0.51 -4.55
H 1.32 -2.69 -4.80
H -0.75 -3.08 -0.16
H -1.03 -1.60 -0.84
H -1.15 -3.13 -2.51
H 3.85 -0.29 2.76
H 0.49 -1.19 4.29
H 2.04 -0.17 -0.29
H 2.43 -1.06 3.47
H 0.87 2.05 3.21
H 2.42 1.17 1.41
H 3.68 -2.85 2.79
H 2.29 -5.00 0.29
H 4.02 -4.60 0.34
H -0.26 -3.34 -4.50
H -1.23 -0.54 1.83
H 3.00 -3.95 -0.97
H 1.04 2.86 0.76
H -1.13 -1.78 3.91
H 2.71 0.65 3.71
H -0.79 1.62 2.85
H -3.88 -1.00 -3.59
H -0.01 3.78 1.82
H -4.41 0.54 -2.89
H -3.53 5.87 -2.65
H 1.89 -2.86 2.84
H -0.87 -0.08 4.27
H 2.78 -4.35 2.51
*
```

Values from the calculation:
LUMO (alpha / beta) = -4.15 / -3.71 eV
Total energy = -2206.8771 a.u.
ΔE to the lowest compared entry with this formula, charge and spin = 54.87 kcal/mol
Maximum force = 0.00252 hartree/bohr
HOMO (alpha / beta) = -10.879 / -10.809 eV

***

C21H34N7S2V as an isolated structure. Source: the Open Molecules 2025 dataset; level of theory: wB97M-V/def2-TZVPD.

The geometry in ORCA input format:
```
! RIJCOSX wB97M-V def2-TZVPD def2/J DEFGRID3
* xyz 1 4
V 1.27 -0.57 0.48
S -3.46 2.25 1.68
S -1.79 1.97 -0.79
N 3.50 -0.53 0.73
N -0.88 -0.88 0.93
N 1.22 1.68 0.64
N -3.64 3.84 -0.29
N 1.35 -0.28 2.66
N 1.22 -0.72 -1.64
N 1.52 -2.69 0.27
C 3.78 -0.25 2.16
C 2.67 -0.81 3.04
C 2.12 -4.29 -1.24
C 1.54 -1.92 -2.02
C -0.18 -0.12 -3.61
C -2.32 -0.71 -5.32
C 0.23 -1.11 3.14
C -4.44 4.52 0.72
C 0.96 0.25 -2.69
C -1.07 -0.78 2.40
C -1.31 -0.79 -3.13
C 2.12 -4.87 0.03
C 1.20 1.14 3.06
C -4.85 3.43 1.71
C -1.19 -0.06 -5.80
C 1.75 -3.85 0.91
C 1.75 -2.96 -1.07
C -0.14 0.23 -4.96
C -2.37 -1.08 -3.98
C -2.96 2.76 0.09
C 0.66 2.05 1.95
H 0.08 -0.99 4.22
H 3.72 -1.51 0.52
H 2.35 -5.89 0.29
H 2.89 -0.62 4.10
H 0.88 3.09 2.21
H 0.74 0.74 -5.35
H 0.63 2.09 -0.08
H 2.14 2.10 0.51
H 0.73 1.21 -2.22
H -1.14 0.22 -6.85
H -1.40 0.23 2.63
H 1.63 -3.93 1.99
H 0.48 -2.15 2.95
H -3.14 -0.94 -5.98
H 2.65 -1.90 2.90
H -3.40 4.27 -1.17
H -5.76 2.92 1.40
H -1.85 -1.46 2.75
H -1.53 -0.27 0.45
H -1.05 -1.83 0.62
H 2.17 1.51 3.39
H 4.11 0.02 0.13
H 0.54 1.20 3.93
H -1.35 -1.09 -2.10
H 2.36 -4.77 -2.18
H 1.86 0.42 -3.29
H -3.24 -1.59 -3.59
H -0.42 1.96 1.86
H -5.31 4.99 0.25
H -4.97 3.83 2.71
H 1.62 -2.15 -3.08
H -3.84 5.29 1.21
H 4.73 -0.69 2.48
H 3.87 0.83 2.28
*
```

Values from the calculation:
LUMO (alpha / beta) = -2.12 / -2.13 eV
Total energy = -2944.2080 a.u.
⟨S²⟩ = 3.760
ΔE to the lowest compared entry with this formula, charge and spin = 0.00 kcal/mol
Maximum force = 0.01070 hartree/bohr
HOMO (alpha / beta) = -9.355 / -9.861 eV

***

C27H35Br2ClFN5O11P as an isolated structure. Source: the Open Molecules 2025 dataset; level of theory: wB97M-V/def2-TZVPD.

The geometry in ORCA input format:
```
! RIJCOSX wB97M-V def2-TZVPD def2/J DEFGRID3
* xyz -1 1
Br 2.05 -2.28 -2.49
Br -0.67 1.07 -4.97
Cl -4.07 -4.46 0.06
P 1.12 -0.03 -4.18
F 2.72 4.91 -3.84
O 1.17 -1.50 -5.18
O 3.58 2.18 -2.20
O 0.08 4.12 2.25
O 5.98 0.71 1.46
O -3.27 -7.28 1.09
O -5.54 0.95 -1.79
O -3.27 -7.68 -0.89
O -2.22 3.77 1.37
O 3.03 -2.39 0.77
O 2.39 4.87 -1.46
O -4.90 -8.49 0.30
N 1.29 0.61 0.12
N -0.44 -0.74 -1.83
N -5.50 -1.32 -2.87
N 1.09 -0.58 0.74
N 1.40 2.91 -2.77
C 2.09 1.53 1.02
C -1.82 1.66 3.87
C 2.15 4.25 -2.61
C 0.97 -0.54 -2.29
C -0.78 0.74 2.91
C -1.64 1.92 5.47
C 6.55 -0.62 1.22
C -0.38 1.30 6.31
C -1.10 0.53 1.34
C -3.26 0.26 -2.75
C 3.51 1.06 1.65
C 2.25 1.87 -2.08
C -0.34 2.73 -0.04
C -0.86 -2.06 -1.44
C -2.34 -4.04 -0.52
C 1.95 -1.56 0.82
C -3.87 -7.85 0.17
C -0.93 0.52 -1.28
C -2.35 -2.42 -0.92
C 0.44 0.10 3.81
C 0.67 0.37 5.44
C 4.75 0.85 0.61
C -4.86 -0.02 -2.43
C 1.85 0.50 -1.31
C -0.20 1.11 0.12
C -0.88 3.57 1.28
C -2.57 0.78 -1.35
H 0.25 -1.89 -5.19
H -3.16 0.21 -0.49
H -2.74 -1.87 0.03
H -3.25 1.17 -3.53
H -1.12 3.07 -0.89
H 3.45 0.14 2.40
H -2.77 -0.71 -3.18
H 6.82 -0.69 0.09
H 1.22 -0.61 3.32
H -1.45 -0.61 1.22
H -3.21 -2.34 -1.75
H -2.89 1.90 -1.24
H -2.77 2.15 3.35
H 7.48 -0.73 1.92
H 4.72 -0.12 -0.04
H -0.60 1.35 -2.09
H -2.15 1.11 1.25
H 5.72 -1.42 1.47
H -4.73 -1.84 -3.37
H 0.61 3.33 -0.36
H -0.29 1.53 7.47
H -0.15 -2.59 -0.63
H 1.46 1.92 1.96
H 1.60 -0.13 6.00
H 2.40 2.57 0.52
H -2.45 2.57 6.05
H 4.91 1.85 0.01
H -5.73 -1.85 -1.98
H -2.03 -4.70 -1.46
H -1.59 -4.15 0.38
H 3.85 1.96 2.36
H -0.77 -2.77 -2.39
H 0.02 3.61 3.12
H 2.90 -0.08 -1.23
H 1.41 2.80 -3.83
*
```

Values from the calculation:
LUMO = -1.01 eV
Total energy = -8199.7263 a.u.
ΔE to the lowest compared entry with this formula, charge and spin = 422.18 kcal/mol
Maximum force = 0.18178 hartree/bohr
HOMO = -2.506 eV